## w
Below is 6 unconnected molecules or ions with the total composition H14NO5, with properties calculated with ωB97M-V/def2-TZVPD.

Structure (XYZ):
```
20
Properties=species:S:1:pos:R:3:mulliken_charge:R:1
O 1.81 -0.23 4.56 -0.234
O -2.61 0.81 -0.15 -0.724
O -1.59 -3.15 -1.80 -0.673
O 1.36 2.84 -1.90 -0.652
O 1.83 0.87 0.02 -0.549
N -0.47 -1.06 -0.35 -0.369
H 2.01 3.56 -2.01 0.335
H -1.13 -3.57 -2.54 0.337
H -1.33 -0.45 -0.41 0.358
H -3.05 1.35 -0.83 0.349
H 1.66 1.62 -0.58 0.435
H 2.17 0.33 5.30 0.453
H -0.43 -1.75 0.40 0.380
H -0.50 -1.64 -1.20 0.445
H 2.73 0.87 0.37 0.372
H -2.11 -3.94 -1.57 0.326
H -2.22 1.33 0.56 0.341
H 0.91 -0.52 4.87 0.455
H 0.32 -0.40 -0.28 0.293
H 0.64 3.13 -2.46 0.320
```

Calculated values
- HOMO level (alpha / beta) (Ha) = -0.660 / -0.656
- orbital gap (alpha / beta) (hartree) = 0.41485 / 0.10701
- LUMO energy (alpha / beta) (eV) = -6.68 / -14.94
- charge = +2
- expectation value of S² = 0.757
- multiplicity = 2

=====

## x
Below is 6 unconnected molecules or ions with the total composition H14NO5, with properties calculated with ωB97M-V/def2-TZVPD.

Structure (XYZ):
```
20
Properties=species:S:1:pos:R:3:mulliken_charge:R:1
O 1.39 1.51 1.54 -0.706
O 1.25 -0.06 -2.61 -0.614
O -2.47 0.14 1.83 -0.439
O -0.54 -3.46 1.67 -0.516
O -0.46 2.45 -3.02 -0.395
N 0.53 -0.57 0.14 -0.286
H -2.99 0.84 2.22 0.370
H -1.40 2.47 -3.06 0.357
H -0.21 3.36 -3.04 0.383
H 1.60 -0.54 -3.41 0.371
H 0.80 -0.39 -0.82 0.299
H 0.00 -4.02 1.15 0.345
H 2.19 2.25 1.51 0.356
H -2.51 -0.54 2.47 0.368
H -0.94 -3.96 2.37 0.350
H 0.77 0.27 0.62 0.298
H -0.43 -0.98 0.27 0.364
H 1.24 0.92 -2.85 0.368
H 1.15 -1.22 0.56 0.398
H 1.03 1.54 2.45 0.328
```

Calculated values
- HOMO level (alpha / beta) (Ha) = -0.699 / -0.649
- orbital gap (alpha / beta) (hartree) = 0.46941 / 0.08451
- LUMO energy (alpha / beta) (eV) = -6.24 / -15.36
- charge = +2
- expectation value of S² = 0.755
- multiplicity = 2

=====

How do the energies compare? Relative to the most stable structure, in eV: w 0.000; x 1.002.

=====

## w
Below is 4 unconnected molecules or ions with the total composition CH8O5, with properties calculated with ωB97M-V/def2-TZVPD.

Structure (XYZ):
```
14
Properties=species:S:1:pos:R:3:mulliken_charge:R:1
O -0.83 -1.07 1.29 -0.481
O 2.09 0.82 -0.91 -0.608
O -0.18 -1.01 -1.90 -0.645
O 0.73 0.98 1.45 -0.683
O -2.24 0.41 0.33 -0.464
C -2.04 -0.64 0.88 0.039
H 1.50 0.62 0.98 0.401
H -0.35 -0.19 1.52 0.479
H 3.01 0.84 -0.65 0.285
H -1.10 -0.81 -2.01 0.307
H 0.34 1.50 0.74 0.344
H -0.23 -0.94 -0.94 0.385
H 2.11 0.88 -1.87 0.294
H -2.81 -1.39 1.07 0.345
```

Calculated values
- HOMO level (Ha) = -0.397
- orbital gap (hartree) = 0.41141
- LUMO energy (eV) = 0.39
- charge = 0
- SMILES string = O=CO.O.O.O
- multiplicity = 1

=====

## x
Below is 4 unconnected molecules or ions with the total composition CH8O5, with properties calculated with ωB97M-V/def2-TZVPD.

Structure (XYZ):
```
14
Properties=species:S:1:pos:R:3:mulliken_charge:R:1
O -2.27 -1.13 -0.76 -0.342
O -1.99 0.17 -3.59 -0.668
O 5.01 -0.19 5.73 -0.637
O -0.09 -1.23 -1.35 -0.471
O -0.80 1.84 -0.90 -0.616
C -1.03 -1.55 -0.68 0.115
H -2.25 -0.61 -1.48 0.369
H -1.11 0.58 -3.26 0.351
H -0.92 2.16 0.01 0.306
H -0.48 0.96 -0.75 0.323
H -2.60 0.78 -4.01 0.312
H -0.94 -2.37 0.12 0.320
H 4.33 0.47 6.06 0.325
H 5.13 0.12 4.86 0.311
```

Calculated values
- HOMO level (Ha) = -0.411
- orbital gap (hartree) = 0.43246
- LUMO energy (eV) = 0.58
- charge = 0
- SMILES string = O=CO.O.O.O
- multiplicity = 1

=====

How do the energies compare? Relative to the most stable structure, in eV: w 0.000; x 0.542.

=====

## w
Below is a gas-phase ion, HN2O2S (charge +1), with properties calculated with ωB97M-V/def2-TZVPD.

Structure (XYZ):
```
6
Properties=species:S:1:pos:R:3:mulliken_charge:R:1
S -1.13 -0.09 -0.02 1.002
O -1.00 -0.19 -1.62 -0.248
O -0.44 1.26 0.53 -0.371
N 1.66 -1.74 0.44 -0.063
N 0.70 -1.21 0.44 0.242
H 0.21 1.97 0.24 0.438
```

Calculated values
- HOMO level (alpha / beta) (Ha) = -0.675 / -0.675
- orbital gap (alpha / beta) (hartree) = 0.36789 / 0.36792
- LUMO energy (alpha / beta) (eV) = -8.37 / -8.37
- charge = +1
- multiplicity = 1

=====

## x
Below is 2 unconnected molecules or ions with the total composition HN2O2S, with properties calculated with ωB97M-V/def2-TZVPD.

Structure (XYZ):
```
6
Properties=species:S:1:pos:R:3:mulliken_charge:R:1
S 2.32 0.03 0.02 0.935
O 0.86 -0.45 -0.19 -0.361
O 2.49 1.42 0.00 -0.164
N -1.57 0.37 -0.09 0.164
N -2.58 0.94 -0.06 -0.181
H -0.09 -0.10 -0.16 0.608
```

Calculated values
- HOMO level (Ha) = -0.712
- orbital gap (hartree) = 0.40693
- LUMO energy (eV) = -8.30
- charge = +1
- multiplicity = 1

=====

How do the energies compare? Relative to the most stable structure, in eV: w 1.464; x 0.000.